Formula: C25H24N4O6RuS3
Source: the OMol25 dataset
Level of theory: the ωB97M-V functional and the def2-TZVPD basis

The geometry in XYZ format:
```
63
Properties=species:S:1:pos:R:3:forces:R:3
Ru 0.32920 0.33916 0.70082 -0.97 -0.06 0.53
S 1.08899 2.94094 2.60054 -0.09 0.05 0.07
S -0.67252 3.02924 -0.52244 0.29 -0.02 -0.60
S 2.62420 0.45313 -0.62178 -0.05 0.03 -0.07
O 0.26913 2.40792 -1.43650 0.02 0.11 -0.01
O -1.00682 2.11066 0.59171 0.12 -0.27 -0.34
O -0.15143 2.92813 3.32384 -0.01 -0.02 -0.03
O -1.82906 3.60427 -1.17297 -0.15 0.03 0.34
O 1.34073 1.67488 1.83410 0.06 -0.12 -0.04
O 2.28374 3.23166 3.35588 -0.02 -0.01 0.01
N -0.70934 -1.32237 -0.03730 -1.91 0.72 0.60
N 4.58188 0.31036 1.19614 0.00 0.02 -0.01
N 2.77286 -0.99792 1.65048 0.03 0.09 -0.03
N 1.50431 -1.25364 1.21664 0.08 0.04 -0.10
C 0.12660 5.58374 -0.45503 0.05 -0.02 -0.03
C 3.33168 -0.11791 0.84614 0.01 -0.07 0.01
C -0.22727 -2.58303 0.44983 0.06 0.22 0.12
C 3.23853 -4.94217 2.90683 0.00 0.00 0.00
C 2.50896 -3.80260 2.61117 -0.01 0.01 0.01
C -3.15520 0.02776 -2.68687 0.01 -0.01 -0.05
C 0.96769 4.31064 1.41561 -0.02 -0.01 0.00
C 2.05259 -4.67376 0.41697 0.01 0.00 0.00
C 1.64255 5.45412 1.83886 0.03 -0.02 -0.02
C 2.79336 -5.80905 0.71175 0.00 0.00 0.00
C -2.67020 1.13809 -3.62692 -0.02 -0.01 0.00
C 1.10232 -2.46373 1.04265 -0.07 -0.12 -0.01
C -2.83061 -2.43160 -0.62516 -0.16 0.24 0.19
C -1.99106 -0.36367 -1.80038 -0.27 0.35 0.43
C -2.37765 -3.55846 -0.06359 -0.03 -0.04 0.05
C -3.65613 -1.13904 -3.54910 -0.01 0.00 -0.01
C 1.56669 6.64168 1.13110 0.00 0.00 0.00
C -1.26753 -0.45591 1.04292 1.69 -0.10 0.67
C 1.90588 -3.66389 1.36367 0.00 -0.02 -0.01
C -1.95277 -1.28758 -0.83338 1.25 -0.94 -1.65
C 3.38400 -5.94679 1.95892 0.00 0.00 0.00
C -4.29134 0.58186 -1.81601 0.00 0.00 -0.01
C -1.01798 -3.66293 0.42630 0.04 0.00 -0.03
C 0.20798 4.38393 0.24359 -0.09 0.01 0.12
C 0.80136 6.71048 -0.02088 0.00 0.00 -0.01
H -0.65129 -4.59513 0.83172 0.01 -0.01 -0.03
H -2.83435 -1.57946 -4.11731 0.00 0.00 0.00
H 3.70310 -5.04295 3.87939 0.00 0.00 0.00
H -4.39857 -0.76830 -4.26038 0.00 -0.01 0.00
H 4.84235 1.18565 0.77341 0.00 0.00 0.00
H -1.85800 0.77654 -4.26227 0.01 0.01 0.01
H 4.77761 0.24150 2.18367 0.01 -0.02 0.00
H -5.12321 0.90310 -2.44915 0.00 0.01 0.00
H 2.10314 7.51196 1.48829 0.00 0.00 0.00
H -0.48458 5.61235 -1.34658 0.00 0.00 0.00
H -4.66247 -0.16893 -1.11521 0.00 0.00 0.00
H -3.85501 -2.35598 -0.95835 0.02 -0.03 -0.05
H 3.96166 -6.83268 2.19116 0.00 0.00 0.00
H -3.48971 1.46344 -4.27288 0.00 0.01 0.00
H 0.72552 7.63465 -0.58006 0.00 0.00 0.00
H 2.23141 5.38979 2.74182 0.00 0.00 0.00
H -2.30934 1.99780 -3.06173 0.01 0.01 0.01
H -3.03171 -4.41429 0.03904 -0.01 0.01 0.02
H -3.93968 1.43955 -1.24085 0.00 0.00 0.01
H -4.12557 -1.93072 -2.96565 0.02 0.01 0.00
H 1.59656 -4.55921 -0.55833 0.00 0.00 0.00
H 2.91301 -6.58244 -0.03628 0.00 0.00 0.00
H -1.12319 0.29179 -1.84577 0.03 -0.04 -0.06
H 2.41400 -3.00461 3.33415 0.00 0.00 0.00
```
Forces are in eV/Å.

2S+1: 2
LUMO level (spin up / spin down): 1.734 / 1.675 eV
DFT total energy: -2926.944671 Ha
Charge: -1
Gap between HOMO and LUMO (spin up / spin down): 6.76 / 6.85 eV



Formula: C22H53Cl20FN2NbO6P2
Source: the OMol25 dataset
Level of theory: the ωB97M-V functional and the def2-TZVPD basis

The geometry in XYZ format:
```
107
Properties=species:S:1:pos:R:3:forces:R:3
Nb 0.96911 0.83755 -0.05689 1.96 -1.24 -0.44
Cl -7.82800 -3.28274 4.40412 0.01 -0.01 0.01
Cl 7.94684 1.17768 0.25852 0.09 -0.08 0.00
Cl -1.71681 3.10757 5.81772 -0.03 0.02 0.02
Cl -3.00974 7.15629 0.67977 -0.02 0.00 0.00
Cl -0.99173 -5.59962 -6.24121 0.01 0.01 0.07
Cl 0.08925 -6.37869 -0.98380 0.01 0.02 -0.04
Cl -2.14136 -2.20338 -7.71944 0.00 0.00 -0.02
Cl -3.46831 0.86678 5.10135 -0.11 -0.09 0.12
Cl -8.88843 -0.71192 3.46035 0.00 0.00 -0.01
Cl -2.72062 -6.90575 -1.65119 0.00 -0.04 -0.01
Cl -2.37383 -4.16616 -4.07968 -0.04 0.02 -0.04
Cl 5.53789 -2.55412 -5.04865 0.11 -0.03 -0.09
Cl 9.31354 3.41161 1.58915 0.01 0.01 0.00
Cl -6.49801 3.82792 8.17251 -0.01 0.00 -0.02
Cl -5.47009 -2.00600 0.40036 0.02 0.01 -0.01
Cl -0.35768 7.59766 -0.49303 -0.06 0.21 0.03
Cl -3.57955 -1.09072 -5.42065 -0.04 0.09 0.02
Cl -3.70070 -4.27693 0.93479 0.04 -0.03 -0.05
Cl 4.01327 -0.15559 -5.79904 0.01 0.01 -0.01
Cl -5.30595 1.47389 9.45568 0.00 -0.01 0.00
P -0.80450 -0.39239 -1.48845 -0.11 0.89 0.48
P -1.20377 1.97826 0.91926 -0.74 -0.16 0.41
F 3.26358 3.50425 -0.29101 -0.06 -0.23 0.19
O -2.16383 1.04248 1.60322 0.36 0.08 0.06
O -2.20159 -0.86649 -0.72462 -0.28 -0.26 -0.28
O -2.06703 2.83728 -0.20440 0.00 -0.26 0.01
O 2.05598 -3.29728 -3.05368 -0.01 -0.03 0.04
O -0.89891 3.23319 1.95382 -0.31 0.44 -0.31
O 1.05570 -0.71387 1.18533 -0.49 0.99 -0.38
N 1.15080 2.07155 -1.66656 -0.39 -0.56 0.54
N -1.51763 0.69825 -2.66005 -0.24 -0.17 -0.25
C 2.11659 2.12357 1.45565 -0.79 0.24 -0.08
C 0.49654 4.39445 -0.84147 -0.49 0.20 -0.06
C -2.04431 8.11322 -0.45277 0.00 0.05 -0.05
C 0.34821 -0.90266 2.39435 -0.11 -0.73 0.36
C 3.34681 2.90755 0.98927 0.57 0.11 0.91
C 2.64421 -1.69371 -1.28876 0.42 -0.22 -0.02
C 0.51852 3.35169 -1.97431 0.23 0.40 -0.89
C -2.70989 2.36602 4.54882 0.08 -0.01 -0.24
C 2.17460 -2.73179 2.58590 0.23 -0.23 0.49
C -1.30646 -7.43101 -0.72973 0.00 -0.06 0.11
C 3.49414 -1.93297 2.46752 -0.09 -0.24 -0.08
C 8.56592 2.81933 0.09662 -0.09 0.05 -0.10
C 4.91949 -1.55972 -6.37216 -0.01 -0.02 -0.07
C -5.79077 2.22256 7.92871 0.06 -0.03 -0.12
C -3.67615 -2.12543 -6.84867 -0.06 -0.08 -0.01
C 1.04772 -1.96675 3.29557 -0.25 -0.15 -0.22
C 2.67329 -2.02371 -2.77922 0.09 -0.30 0.36
C -4.08416 -2.59808 1.33916 0.16 0.19 0.15
C 4.67143 2.12291 1.04437 -0.09 0.38 -0.31
C -8.17203 -2.26129 3.00017 0.01 -0.05 -0.08
C -1.00499 -5.19812 -4.51089 0.07 0.00 0.09
C 2.78375 -0.18320 -1.01474 -0.38 -0.09 0.23
H 1.83640 -3.09490 1.60583 0.07 0.21 0.20
H -8.87271 -2.78822 2.36272 -0.01 0.02 0.04
H -1.09156 -6.12124 -3.94947 -0.01 0.03 -0.03
H 0.20626 0.02764 2.96837 0.14 -0.06 -0.31
H -4.33401 -2.55021 2.39318 -0.05 0.00 -0.05
H -2.75121 -1.41283 -1.30945 0.24 0.01 0.15
H 4.96041 1.84265 0.02315 -0.13 -0.21 0.30
H 3.72052 -2.10069 -3.10940 -0.33 0.43 -0.06
H 1.69625 1.71765 -2.44507 -0.03 0.25 0.17
H 5.47384 2.76684 1.43554 -0.18 -0.21 -0.06
H 9.31556 2.83087 -0.68620 0.00 -0.01 0.05
H 3.46459 3.76771 1.67161 -0.14 -0.10 -0.28
H 3.13737 0.34154 -1.91487 0.21 -0.13 0.26
H -1.04306 -8.43442 -1.04448 0.00 0.04 -0.03
H -3.94060 -3.12644 -6.52485 0.09 0.02 0.02
H 1.06247 3.80829 -2.82131 0.00 -0.19 0.22
H -1.57193 3.92546 1.84279 0.19 -0.16 0.04
H 4.34157 -2.53437 2.83000 -0.16 0.19 -0.12
H 1.08434 5.28137 -1.11479 0.05 -0.36 0.13
H -1.55980 -7.40991 0.32429 0.00 0.05 -0.03
H -6.53295 1.58965 7.45626 0.00 0.02 0.04
H -3.49525 3.06328 4.27952 0.01 -0.02 0.04
H 3.69937 -1.65432 1.42712 -0.06 0.12 0.31
H 5.76277 -1.20556 -6.95405 -0.01 0.00 0.04
H 3.44349 -1.02719 3.08708 0.07 -0.12 -0.25
H 7.73552 3.47197 -0.15088 0.00 -0.02 0.06
H 2.26702 -3.85714 -2.29391 -0.10 0.12 -0.21
H -0.53423 4.73708 -0.68171 0.30 -0.12 0.00
H 1.74495 -2.14849 -0.84194 0.06 0.30 -0.13
H 4.25938 -2.17156 -6.97669 -0.02 0.02 0.06
H 4.58187 1.24186 1.68952 0.12 0.11 -0.25
H -4.91393 2.32195 7.29821 0.01 0.01 0.06
H -0.09310 -4.66559 -4.26348 0.03 0.05 -0.04
H -2.46255 2.16398 -0.78586 0.12 0.32 0.00
H -7.24356 -2.07398 2.47486 0.00 0.05 0.04
H 0.86082 4.01341 0.11435 -0.01 -0.01 -0.25
H -3.23091 -1.96458 1.11194 -0.02 0.01 -0.06
H -4.42651 -1.71660 -7.51575 0.03 0.01 0.02
H -2.08554 9.15130 -0.14288 0.01 -0.04 0.03
H 1.42750 -1.51759 4.22703 0.03 -0.04 -0.30
H -2.46302 7.98825 -1.44500 0.01 -0.04 0.03
H -0.98573 0.68914 -3.52878 -0.07 0.08 0.20
H -0.49728 3.20256 -2.38036 0.13 -0.14 0.41
H 2.14624 -1.25088 -3.35353 0.01 -0.32 0.00
H 2.46682 1.36774 2.17778 -0.10 0.09 -0.23
H -2.08929 2.12794 3.69019 -0.02 -0.03 0.03
H -0.66561 -1.26680 2.15875 0.22 0.23 -0.02
H 1.46507 2.79705 2.02820 0.16 -0.13 -0.19
H 2.37616 -3.63064 3.19390 -0.08 0.19 -0.19
H 0.28969 -2.70339 3.61145 0.14 0.25 -0.06
H 3.52971 -0.08099 -0.20774 -0.06 0.34 -0.31
H -2.47903 0.45567 -2.89640 0.21 -0.05 0.13
H 3.50704 -2.21776 -0.83181 -0.30 -0.03 -0.06
```
Forces are in eV/Å.

2S+1: 1
LUMO level: 1.935 eV
DFT total energy: -11474.478350 Ha
Charge: -1
Gap between HOMO and LUMO: 6.16 eV



Formula: C24H35IN3O4
Source: the OMol25 dataset
Level of theory: the ωB97M-V functional and the def2-TZVPD basis

The geometry in XYZ format:
```
67
Properties=species:S:1:pos:R:3:forces:R:3
I 0.43384 5.70486 0.21409 -0.27 0.03 0.38
O -3.30272 1.60866 3.25703 0.69 -0.69 -0.79
O 1.51976 -2.46048 3.65487 -0.30 0.69 -0.79
O -3.70675 1.59208 1.04845 0.86 -1.18 0.70
O 0.71993 -3.72197 0.33025 0.06 0.82 0.76
N 2.87920 1.14769 -4.18928 -0.05 -0.04 0.03
N 1.63901 -1.82810 1.40694 -0.16 -0.34 0.52
N 0.49367 -1.05127 1.60427 0.10 0.28 -0.44
C -1.78557 -0.87262 2.10781 -0.76 0.49 0.03
C -0.49577 1.08501 1.56890 -0.75 0.94 0.25
C 1.48996 -2.80524 0.30149 0.35 -1.10 -1.80
C 5.08148 -0.23637 -4.39644 0.23 -0.15 -0.33
C -6.48511 -0.60713 -0.24000 -0.29 1.22 -0.33
C -0.67765 -1.60230 1.92416 0.16 -2.10 0.41
C 0.51899 3.40890 2.16318 -0.63 0.67 -0.84
C 2.40498 -2.55402 -0.88210 -0.03 0.76 1.25
C 0.04510 4.88134 2.19289 0.67 -0.52 -0.43
C -5.00605 0.94027 1.17726 -1.07 -0.19 -0.91
C -0.51435 2.58443 1.35088 0.88 0.02 -0.02
C 2.15430 -2.38716 2.63777 0.83 -0.93 1.30
C 3.85197 0.54729 -4.29088 0.10 0.03 0.13
C -2.95291 1.28654 2.14627 -1.15 1.48 0.96
C 1.04879 1.08213 -1.32908 0.25 0.05 -0.33
C 3.61190 -2.83597 2.57774 -1.08 0.32 -0.67
C 1.93424 0.87609 1.00597 -0.05 0.63 -0.30
C -1.69108 0.49592 1.92692 -0.85 0.00 -0.17
C -7.94513 -0.11299 -0.20075 0.31 -0.85 0.15
C -5.49342 0.58472 -0.23459 0.11 -0.21 0.52
C 1.85460 1.53347 -0.37372 -0.40 -0.32 0.16
C 3.94456 -2.47489 -4.01566 -0.01 -0.04 -0.04
C 0.61528 0.27600 1.41171 0.91 0.88 -0.10
C 4.82506 -1.64548 -4.94079 -0.16 -0.21 0.09
H -8.59481 -0.99298 -0.22951 -0.14 0.22 0.03
H -2.70183 -1.38037 2.37295 -0.03 0.13 0.03
H 4.36176 -1.59144 -5.92714 0.05 0.10 0.00
H 2.00406 -1.67867 -1.40848 0.04 -0.17 -0.15
H 4.20354 -1.91899 2.64671 0.18 -0.21 -0.16
H 2.95293 -2.03048 -3.90690 0.02 0.03 -0.01
H 2.48366 2.38325 -0.62655 0.72 -0.57 0.18
H 3.35965 -2.21824 -0.46136 0.06 -0.16 -0.34
H 0.11813 0.55365 -1.12704 0.42 -0.62 -0.07
H 0.66105 5.48040 2.85698 -0.22 0.04 0.05
H -1.50074 3.01750 1.53153 -0.03 -0.41 0.09
H -5.74052 1.58256 1.66744 0.38 0.18 0.13
H 2.50382 -3.42528 -1.51939 -0.13 0.04 0.02
H -0.30639 2.75129 0.28982 -0.10 0.12 0.09
H 4.39655 -2.55851 -3.02423 0.01 -0.01 -0.01
H 2.26382 1.57576 1.77584 -0.13 -0.04 0.00
H 5.55759 -0.29471 -3.41565 -0.09 0.06 0.04
H -8.17507 0.50195 -1.07162 0.02 0.10 0.15
H 0.70425 3.02102 3.16857 -0.14 0.02 -0.05
H 3.76898 -3.34200 1.62078 0.42 0.08 0.15
H 1.35958 1.23269 -2.36060 -0.74 0.64 0.00
H -5.97307 1.47492 -0.65013 0.12 -0.14 -0.22
H 1.43413 3.43533 1.57215 0.26 -0.20 0.49
H 5.77828 0.28510 -5.05481 -0.07 0.12 0.04
H -8.14884 0.42227 0.72969 -0.07 0.12 -0.17
H 3.82636 -3.49262 3.41432 -0.07 0.02 -0.03
H 5.78550 -2.14664 -5.06933 0.03 0.09 0.00
H -6.32395 -1.13420 -1.18255 -0.06 -0.29 0.25
H -4.62272 0.33648 -0.84712 -0.01 0.11 0.08
H -4.93996 0.02405 1.77420 0.37 0.16 0.01
H -1.01916 4.97992 2.39062 0.10 0.16 0.08
H -6.30309 -1.26440 0.61503 0.10 -0.13 -0.23
H -0.71953 -2.67662 2.03639 0.38 0.04 -0.04
H 3.81405 -3.48123 -4.41406 -0.01 0.00 0.04
H 2.72184 0.12982 0.91790 -0.17 -0.06 0.15
```
Forces are in eV/Å.

2S+1: 1
LUMO level: -3.940 eV
DFT total energy: -1698.116534 Ha
Charge: +1
Gap between HOMO and LUMO: 7.73 eV